# 1
83
Properties=species:S:1:pos:R:3:mulliken_charge:R:1 method="wB97M-V/def2-TZVPD" multiplicity=2 relative_energy_kcal_mol=99.45 homo_ev="-9.9 / -9.9" energy_ha=-4384.624944 orbital_gap_ev="5.857 / 5.089" charge=+1 mol_weight_g_mol=913.29
Cd 0.21 -0.48 0.88 2.149
S 2.84 -2.24 -0.04 0.124
S 1.47 -0.17 5.31 -0.310
S 2.16 2.43 -0.76 0.016
S 0.93 -1.92 2.87 -0.439
P -1.86 -2.08 -1.51 1.546
F -2.44 -0.61 -1.01 -0.486
F -3.21 -2.77 -1.13 -0.332
F -1.17 -3.43 -1.97 -0.385
F -2.34 -1.74 -3.00 -0.435
F -0.43 -1.26 -1.85 -0.588
F -1.27 -2.28 0.02 -0.421
O 1.34 1.66 0.23 -0.449
O 1.85 -1.16 -0.48 -0.238
N -0.96 1.39 -1.67 1.622
N -1.77 2.26 0.44 -0.899
N 0.83 0.73 2.98 0.509
N -1.52 1.17 0.96 1.262
C 2.94 -3.44 -3.88 -0.984
C 4.05 0.40 -1.65 0.788
C -2.84 -0.49 3.97 -0.894
C 1.33 3.88 5.63 -0.583
C -2.88 1.89 4.35 -0.723
C -2.10 1.02 2.27 0.278
C -2.32 -0.28 2.70 -0.301
C 3.27 -3.07 -1.55 0.558
C 0.82 3.16 3.37 -0.219
C 4.22 -4.08 -1.49 -0.529
C 0.30 1.34 -2.37 -0.368
C 1.33 1.55 5.11 0.721
C -2.38 2.11 3.08 -0.386
C -1.54 3.76 -1.33 -0.088
C -3.12 0.59 4.79 -0.506
C 4.35 -1.30 0.27 -0.820
C 4.54 -4.75 -2.66 -0.647
C 3.83 1.69 -0.85 -1.107
C -1.03 2.33 -4.26 -0.005
C -0.84 1.26 -3.22 -0.554
C 1.06 -0.38 3.63 0.182
C -1.38 2.51 -0.88 -0.201
C 3.91 -4.43 -3.85 -0.481
C 2.13 2.27 -3.57 -0.456
C 2.61 -2.74 -2.72 0.046
C 0.99 4.17 4.30 -0.846
C 4.97 -0.59 -0.93 -1.365
C 1.50 2.57 6.04 -0.477
C 1.50 2.28 -4.85 -0.469
C 0.18 2.27 -5.18 -1.181
C 0.98 1.84 3.78 -1.046
C -1.39 4.34 -2.66 -0.841
C 1.49 1.96 -2.35 0.617
C -1.22 3.76 -3.85 -0.877
H -1.52 5.41 -2.67 0.382
H 1.84 -1.99 -2.71 0.299
H 5.28 -5.54 -2.64 0.424
H 4.16 -4.97 -4.76 0.402
H 4.47 2.51 -1.19 0.524
H -2.18 3.12 2.73 0.410
H -1.22 0.27 -3.47 0.470
H 2.43 -3.21 -4.81 0.458
H -2.13 -1.13 2.05 0.408
H 4.03 1.58 0.22 0.675
H -0.05 2.34 -6.23 0.481
H 4.69 -4.35 -0.56 0.417
H 0.87 5.20 4.00 0.426
H -1.90 2.06 -4.86 0.619
H 1.76 2.34 7.07 0.422
H 5.30 -1.34 -1.65 0.440
H 3.18 2.52 -3.55 0.557
H -1.87 4.44 -0.56 0.503
H -3.09 2.73 5.00 0.417
H 3.10 -0.08 -1.86 -0.567
H 5.87 -0.09 -0.58 0.482
H -1.24 4.42 -4.71 0.437
H 4.51 0.65 -2.60 0.472
H 4.02 -0.62 1.06 0.443
H -3.51 0.42 5.78 0.422
H -1.33 0.49 -1.33 -0.440
H 5.06 -1.99 0.73 0.654
H -3.03 -1.50 4.30 0.449
H 0.56 3.38 2.34 0.569
H 2.19 2.36 -5.69 0.457
H 1.45 4.68 6.34 0.402

# 2
104
Properties=species:S:1:pos:R:3:mulliken_charge:R:1 method="wB97M-V/def2-TZVPD" relative_energy_kcal_mol=0.00 homo_ev=-10.8 energy_ha=-4913.514934 orbital_gap_ev=11.097 charge=0 mol_weight_g_mol=1136.52 smiles="FC(F)C(F)(F)COC(F)(F)C(F)F.FC(F)C(F)(F)COC(F)(F)C(F)F.FC(F)C(F)(F)COC(F)(F)C(F)F.O=C1OCCO1.O=C1OCCO1.O=C1OCCO1.O=C1OCCO1.O=C1OCCO1"
F 0.76 -3.31 -1.14 -0.164
F -0.66 -3.76 1.44 -0.264
F -2.43 -1.40 -4.17 -0.344
F 5.20 -6.36 -0.23 -0.301
F 5.12 -5.72 1.89 -0.238
F -4.15 0.39 -2.29 -0.268
F 4.61 0.90 0.62 -0.247
F -3.82 0.24 2.45 -0.314
F -4.00 -1.99 2.16 -0.327
F -5.11 0.64 0.12 -0.226
F -1.71 -5.64 -3.45 -0.328
F -6.08 -0.67 1.61 -0.365
F 3.36 -1.21 1.48 -0.183
F 6.75 -4.10 0.12 -0.350
F 6.37 0.54 1.77 -0.354
F -4.67 -1.48 -3.14 -0.292
F 1.60 -4.82 0.22 -0.341
F -1.72 0.06 -2.71 -0.067
F -4.22 -5.82 -3.79 -0.297
F 4.76 -1.44 3.12 -0.355
F -2.72 -6.19 -1.60 -0.335
F -0.90 -5.74 0.66 -0.346
F 4.95 -3.64 -0.96 -0.302
F -4.71 -4.47 -2.09 -0.258
O 0.14 4.25 -0.88 -0.639
O 0.20 1.59 0.26 -0.272
O 3.89 1.55 4.98 -0.555
O 3.15 3.33 2.32 -0.341
O -1.09 3.63 -6.35 -0.329
O 3.24 5.46 1.71 -0.362
O 2.19 0.18 4.32 -0.134
O 5.13 -3.18 1.22 -0.295
O -1.82 3.12 -1.23 -0.118
O 1.94 1.51 6.05 -0.362
O -1.89 -4.13 -1.85 -0.752
O -2.19 3.72 -4.41 -0.273
O -1.38 0.02 0.06 -0.355
O 0.66 -0.35 -0.84 -0.172
O 1.29 4.61 2.58 -0.267
O -3.17 2.79 -6.20 -0.571
O -1.30 3.93 0.75 -0.382
O -3.90 -1.54 -1.14 0.272
C -0.75 -4.47 0.32 0.683
C -2.49 -5.14 -2.47 0.692
C 5.01 0.44 1.81 0.406
C -3.79 -4.73 -3.10 0.424
C -2.34 -1.08 -2.88 1.237
C -1.93 -3.94 -0.46 0.359
C -2.20 3.29 -5.70 0.645
C 0.52 -4.50 -0.56 0.029
C 2.77 1.14 5.12 0.615
C -2.46 3.13 0.94 -0.282
C 1.01 -0.19 4.91 -0.314
C 0.61 1.05 5.69 -0.256
C -5.07 -0.60 0.70 1.119
C -3.83 -0.80 1.56 1.445
C -3.00 2.87 -0.45 0.643
C -3.83 -0.90 -2.34 0.511
C 5.40 -4.00 0.27 0.822
C 4.65 -1.07 1.84 1.167
C -0.27 0.34 -0.16 -0.311
C 0.97 5.88 1.93 0.148
C 1.63 1.51 0.05 0.384
C -0.41 4.60 -5.49 -0.439
C 4.83 -5.36 0.66 0.979
C 1.76 0.49 -1.07 -0.364
C 5.58 -1.82 0.97 -1.350
C -5.24 -1.57 -0.43 -1.281
C -0.87 4.20 -4.08 0.160
C 2.30 6.49 1.64 -0.383
C 2.61 4.35 2.24 0.536
C -0.92 3.80 -0.53 0.655
H -3.78 3.59 -0.82 0.339
H -0.77 5.60 -5.79 0.260
H -0.87 5.05 -3.44 0.283
H 0.24 -0.49 4.23 0.271
H 5.36 -1.56 -0.01 0.519
H -6.02 -1.29 -1.18 0.427
H -2.10 2.20 1.37 -0.032
H 0.65 4.54 -5.59 0.369
H 6.55 -1.64 1.43 0.332
H 3.77 -5.22 0.51 -0.303
H -1.79 -1.93 -2.35 -0.718
H 2.01 2.52 -0.23 0.425
H 2.26 6.94 0.61 0.273
H 2.65 -0.13 -0.88 0.129
H 4.60 0.95 2.68 0.156
H 0.41 -5.18 -1.39 0.250
H -2.09 -2.89 -0.32 -0.486
H -2.84 -4.41 -0.05 0.651
H -2.90 -0.85 1.03 -0.616
H 1.17 -1.05 5.57 0.270
H 0.41 5.63 1.07 -0.158
H 1.67 0.86 -2.06 0.333
H -0.28 3.42 -3.53 -0.082
H 0.46 6.47 2.67 0.325
H -3.39 1.85 -0.52 -0.772
H -3.59 -3.87 -3.78 0.233
H 0.25 1.81 5.00 0.172
H 0.03 0.88 6.59 0.316
H -3.16 3.59 1.59 0.649
H 2.08 1.06 0.94 -0.350
H -5.38 -2.60 -0.08 0.336
H 2.51 7.27 2.36 0.298

# 3
7
Properties=species:S:1:pos:R:3:mulliken_charge:R:1 method="wB97M-V/def2-TZVPD" multiplicity=11 relative_energy_kcal_mol=67.61 homo_ev="-25.0 / -25.1" energy_ha=-3061.406556 orbital_gap_ev="10.128 / 9.465" charge=+3 mol_weight_g_mol=209.32
Mn 1.85 0.61 -2.08 1.904
Mn -0.83 -1.05 2.32 1.823
Cl -0.19 0.08 -0.09 1.733
O -0.23 1.37 0.49 -0.439
O 0.15 -0.74 1.08 -0.797
O -1.49 -0.15 -0.63 -0.393
O 0.74 -0.13 -1.10 -0.832

# 4
9
Properties=species:S:1:pos:R:3:mulliken_charge:R:1 method="wB97M-V/def2-TZVPD" relative_energy_kcal_mol=17.38 homo_ev=-8.9 energy_ha=-321.349947 orbital_gap_ev=9.638 charge=0 mol_weight_g_mol=85.06 smiles="O=c1[nH]cco1"
O 2.22 -0.90 0.75 -0.562
O -0.02 -1.25 0.82 -0.290
N 0.64 0.73 0.21 -0.058
C -0.74 0.68 -0.03 -0.247
C -1.11 -0.55 0.35 -0.261
C 1.09 -0.50 0.62 0.453
H -1.90 -1.24 0.13 0.372
H 1.27 1.45 -0.09 0.219
H -1.26 1.54 -0.44 0.375

Number 1: strongest force on any atom 0.015 Eh/bohr. Number 2: strongest force on any atom 0.064 Eh/bohr. Number 3: strongest force on any atom 0.230 Eh/bohr. Number 4: strongest force on any atom 0.020 Eh/bohr.